[1]
{
  "formula": "C5H11NO",
  "method": "ωB97M-V/def2-TZVPD",
  "charge": 0,
  "energy_ev": -8897.690,
  "homo_energy_ha": -0.3420,
  "multiplicity": 1,
  "e_above_lowest_kcal_mol": 92.4,
  "species": ["C", "C", "C", "N", "C", "C", "O", "H", "H", "H", "H", "H", "H", "H", "H", "H", "H", "H"],
  "positions_angstrom": [[2.03, 0.41, -1.28], [1.20, -0.53, -0.44], [1.25, -0.51, 1.05], [0.10, 0.04, 0.34], [-1.19, -0.61, 0.48], [-2.34, 0.38, 0.18], [-1.94, 1.50, -0.49], [1.52, 0.67, -2.20], [3.00, -0.05, -1.54], [2.24, 1.33, -0.72], [1.01, -1.51, -0.89], [1.88, 0.21, 1.56], [1.09, -1.45, 1.58], [-1.24, -1.64, 0.06], [-1.68, -0.39, 1.47], [-3.22, -0.09, -0.24], [-2.72, 0.67, 1.38], [-0.98, 1.56, -0.29]]
}

***

[2]
{
  "formula": "C5H11NO",
  "method": "ωB97M-V/def2-TZVPD",
  "charge": 0,
  "energy_ev": -8894.854,
  "homo_energy_ha": -0.2448,
  "multiplicity": 1,
  "e_above_lowest_kcal_mol": 157.8,
  "species": ["O", "C", "N", "C", "C", "C", "C", "H", "H", "H", "H", "H", "H", "H", "H", "H", "H", "H"],
  "positions_angstrom": [[-2.09, -0.53, -0.58], [-2.29, -1.32, 0.40], [-1.43, -2.06, 1.10], [0.96, 0.18, 1.01], [-0.05, 1.36, 0.35], [1.32, 0.69, -0.32], [1.34, -0.14, -1.58], [-3.30, -1.25, 0.99], [-1.16, -2.66, 0.34], [0.36, -0.80, 1.09], [1.37, 0.66, 1.88], [-0.50, 1.77, -0.51], [-0.92, 1.09, 0.92], [0.36, 2.29, 1.00], [1.92, 1.60, -0.41], [1.70, -1.24, -1.41], [0.37, -0.08, -2.07], [2.03, 0.40, -2.22]]
}

***

[3]
{
  "formula": "C5H11NO",
  "method": "ωB97M-V/def2-TZVPD",
  "charge": 0,
  "energy_ev": -8895.490,
  "homo_energy_ha": -0.2641,
  "multiplicity": 1,
  "e_above_lowest_kcal_mol": 143.1,
  "species": ["N", "C", "C", "C", "C", "C", "H", "H", "H", "H", "H", "H", "H", "H", "H", "H", "H", "O"],
  "positions_angstrom": [[1.11, 1.55, 0.12], [-0.29, 1.51, 0.48], [-0.94, 0.45, -0.24], [-0.50, -0.87, -0.13], [-0.86, -1.95, -0.84], [-0.18, -3.27, -0.72], [1.27, 1.65, -0.87], [-0.79, 2.47, 0.38], [-0.26, 1.32, 1.56], [-1.70, 0.64, -1.00], [0.33, -1.02, 0.56], [-1.81, -1.94, -1.36], [-0.33, -3.86, -1.62], [0.90, -3.10, -0.66], [-0.56, -3.77, 0.16], [1.87, 4.21, 1.95], [1.46, 2.31, 0.80], [1.30, 3.64, 1.43]]
}

***

[4]
{
  "formula": "C5H11NO",
  "method": "ωB97M-V/def2-TZVPD",
  "charge": 0,
  "energy_ev": -8894.708,
  "homo_energy_ha": -0.2483,
  "multiplicity": 1,
  "e_above_lowest_kcal_mol": 161.2,
  "species": ["N", "C", "C", "C", "C", "C", "H", "H", "H", "H", "H", "H", "H", "H", "H", "H", "H", "O"],
  "positions_angstrom": [[1.64, -0.92, -0.18], [0.24, -0.65, 0.01], [-0.61, -1.16, -1.09], [-0.98, 2.43, 1.84], [-1.39, 1.11, 1.31], [-0.18, 0.20, 1.07], [2.00, -0.66, -1.12], [1.97, -1.87, -0.14], [-1.62, -0.87, -1.19], [-0.10, -1.02, -2.02], [-1.77, 2.81, 2.36], [-0.79, 3.23, 1.06], [-0.12, 2.39, 2.49], [-2.39, 0.79, 1.02], [0.59, 0.41, 1.81], [-0.65, -2.22, -0.95], [2.27, -2.10, -3.55], [1.88, -1.89, -2.74]]
}

***

[5]
{
  "formula": "C5H11NO",
  "method": "ωB97M-V/def2-TZVPD",
  "charge": 0,
  "energy_ev": -8899.319,
  "homo_energy_ha": -0.2978,
  "multiplicity": 1,
  "e_above_lowest_kcal_mol": 54.9,
  "species": ["C", "C", "C", "C", "C", "N", "H", "H", "H", "H", "H", "H", "H", "H", "H", "O", "H", "H"],
  "positions_angstrom": [[-2.04, 1.63, 1.20], [-2.02, 0.63, 0.32], [-1.17, 0.57, -0.91], [0.01, -0.42, -0.79], [0.05, -1.29, 0.22], [1.20, -2.03, 0.53], [-2.63, 1.54, 2.10], [-1.39, 2.49, 1.12], [-2.57, -0.26, 0.60], [-0.71, 1.54, -1.11], [-1.78, 0.33, -1.78], [0.63, -0.51, -1.68], [-0.74, -1.58, 0.89], [1.18, -3.04, 0.51], [2.07, -1.78, 0.09], [2.91, 0.76, -0.53], [2.18, 1.03, 0.04], [3.50, 1.50, -0.42]]
}

***

[6]
{
  "formula": "C5H11NO",
  "method": "ωB97M-V/def2-TZVPD",
  "charge": 0,
  "energy_ev": -8899.697,
  "homo_energy_ha": -0.2984,
  "multiplicity": 1,
  "e_above_lowest_kcal_mol": 46.1,
  "species": ["C", "C", "C", "N", "C", "C", "H", "H", "H", "H", "H", "H", "H", "H", "H", "O", "H", "H"],
  "positions_angstrom": [[-1.05, -1.99, 1.51], [-0.61, -1.81, 0.27], [-0.05, -0.55, -0.32], [-0.76, 0.07, -1.34], [1.18, -0.21, 0.08], [2.12, 0.81, -0.53], [-1.18, -1.17, 2.21], [-1.43, -2.95, 1.82], [-0.57, -2.61, -0.46], [-1.72, -0.15, -1.50], [-0.20, 0.46, -2.07], [1.62, -0.72, 0.92], [3.14, 0.57, -0.24], [1.89, 1.83, -0.19], [2.11, 0.95, -1.61], [-1.70, 2.66, 0.18], [-1.62, 2.93, 1.10], [-1.18, 1.87, 0.16]]
}

***

[7]
{
  "formula": "C5H11NO",
  "method": "ωB97M-V/def2-TZVPD",
  "charge": 0,
  "energy_ev": -8897.753,
  "homo_energy_ha": -0.3463,
  "multiplicity": 1,
  "e_above_lowest_kcal_mol": 91.0,
  "species": ["C", "C", "C", "C", "C", "N", "H", "H", "H", "H", "H", "H", "H", "H", "H", "O", "H", "H"],
  "positions_angstrom": [[-0.28, -2.72, -0.52], [-0.24, -1.57, -1.18], [-0.37, -0.26, -0.55], [0.57, 0.56, 0.00], [0.36, 1.99, 0.26], [0.58, 2.93, -0.88], [-0.35, -3.68, -1.00], [0.13, -2.75, 0.53], [0.26, -1.61, -2.17], [-1.34, 0.20, -0.49], [1.70, 0.16, -0.01], [0.94, 2.24, 1.22], [-0.79, 2.04, 0.55], [-0.27, 3.25, -1.26], [0.86, 2.29, -1.66], [-0.63, -1.45, 2.42], [-0.69, -0.72, 3.13], [-0.44, -0.89, 1.61]]
}

***

[8]
{
  "formula": "C5H11NO",
  "method": "ωB97M-V/def2-TZVPD",
  "charge": 0,
  "energy_ev": -8901.303,
  "homo_energy_ha": -0.3508,
  "multiplicity": 1,
  "e_above_lowest_kcal_mol": 9.1,
  "species": ["C", "C", "C", "N", "C", "C", "O", "H", "H", "H", "H", "H", "H", "H", "H", "H", "H", "H"],
  "positions_angstrom": [[-2.38, 0.08, -0.61], [-1.53, 0.75, 0.45], [-0.54, -0.17, 1.16], [0.55, -0.70, 0.34], [1.48, 0.16, -0.22], [2.92, -0.22, 0.03], [1.18, 1.18, -0.82], [-3.13, 0.79, -0.99], [-1.78, -0.25, -1.46], [-2.92, -0.78, -0.20], [-0.97, 1.58, 0.02], [-2.19, 1.16, 1.23], [-0.11, 0.38, 2.01], [-1.06, -1.04, 1.58], [0.98, -1.52, 0.76], [3.15, -1.23, -0.32], [3.08, -0.19, 1.12], [3.58, 0.49, -0.46]]
}

***

[9]
{
  "formula": "C5H11NO",
  "method": "ωB97M-V/def2-TZVPD",
  "charge": 0,
  "energy_ev": -8898.059,
  "homo_energy_ha": [-0.2738, -0.2738],
  "multiplicity": 1,
  "e_above_lowest_kcal_mol": 83.9,
  "species": ["C", "C", "C", "N", "C", "O", "C", "H", "H", "H", "H", "H", "H", "H", "H", "H", "H", "H"],
  "positions_angstrom": [[2.04, -0.01, 1.40], [1.11, -0.89, 0.55], [-0.29, -0.49, 0.87], [-0.91, 0.52, 0.36], [-0.51, 1.18, -1.02], [0.69, 1.41, -1.14], [-1.63, 1.18, -1.79], [3.09, -0.33, 1.30], [1.95, 1.02, 1.06], [1.78, -0.07, 2.47], [1.32, -0.72, -0.51], [1.24, -1.95, 0.79], [-1.46, -1.68, -0.98], [-0.82, -1.05, 1.63], [-1.86, 0.67, 0.67], [-2.62, 0.99, -1.38], [-1.56, -1.07, -1.42], [-1.56, 1.28, -2.86]]
}

***

[10]
{
  "formula": "C5H11NO",
  "method": "ωB97M-V/def2-TZVPD",
  "charge": 0,
  "energy_ev": -8898.496,
  "homo_energy_ha": -0.3356,
  "multiplicity": 1,
  "e_above_lowest_kcal_mol": 73.8,
  "species": ["C", "N", "C", "C", "C", "C", "O", "H", "H", "H", "H", "H", "H", "H", "H", "H", "H", "H"],
  "positions_angstrom": [[0.90, -0.66, 2.27], [-0.14, -0.38, 1.63], [-0.65, -1.26, 0.57], [-0.23, -0.94, -0.89], [-0.62, 0.51, -1.25], [0.35, 1.70, -0.99], [0.94, 1.93, 0.25], [1.17, -0.59, 3.34], [1.71, -1.17, 1.67], [-0.31, -2.25, 0.81], [-1.74, -1.12, 0.47], [0.82, -1.14, -1.12], [-0.84, -1.60, -1.53], [-0.95, 0.63, -2.28], [-1.58, 0.68, -0.70], [0.97, 1.71, -1.92], [-0.28, 2.60, -1.18], [0.49, 1.33, 0.86]]
}

***

What did the ninth record say?
{
  "formula": "C5H11NO",
  "method": "ωB97M-V/def2-TZVPD",
  "charge": 0,
  "energy_ev": -8898.059,
  "homo_energy_ha": [-0.2738, -0.2738],
  "multiplicity": 1,
  "e_above_lowest_kcal_mol": 83.9,
  "species": ["C", "C", "C", "N", "C", "O", "C", "H", "H", "H", "H", "H", "H", "H", "H", "H", "H", "H"],
  "positions_angstrom": [[2.04, -0.01, 1.40], [1.11, -0.89, 0.55], [-0.29, -0.49, 0.87], [-0.91, 0.52, 0.36], [-0.51, 1.18, -1.02], [0.69, 1.41, -1.14], [-1.63, 1.18, -1.79], [3.09, -0.33, 1.30], [1.95, 1.02, 1.06], [1.78, -0.07, 2.47], [1.32, -0.72, -0.51], [1.24, -1.95, 0.79], [-1.46, -1.68, -0.98], [-0.82, -1.05, 1.63], [-1.86, 0.67, 0.67], [-2.62, 0.99, -1.38], [-1.56, -1.07, -1.42], [-1.56, 1.28, -2.86]]
}